## a
Molecular formula: C25H33N3O2
Method: DFT, ωB97M-V with the def2-TZVPD basis set

Last columns: bonded neighbours and bond lengths (Å).
Cartesian coordinates (Å):
1 C -3.046 1.705 -1.146  N2 1.443, H31 1.087, H32 1.094, H33 1.093
2 N -2.608 3.080 -1.181  C1 1.443, C3 1.355, C25 1.463
3 C -1.306 3.447 -1.242  N2 1.355, O4 1.219, C5 1.497
4 O -0.946 4.593 -1.451  C3 1.219
5 C -0.292 2.370 -1.007  C3 1.497, C6 1.392, C24 1.388
6 C 0.665 2.099 -1.980  C5 1.392, C7 1.377, H34 1.079
7 C 1.646 1.159 -1.751  C6 1.377, C8 1.398, H35 1.079
8 C 1.715 0.481 -0.531  C7 1.398, O9 1.358, C23 1.392
9 O 2.730 -0.414 -0.423  C8 1.358, C10 1.419
10 C 2.871 -1.207 0.746  O9 1.419, C11 1.528, C22 1.531, H36 1.101
11 C 4.288 -1.779 0.730  C10 1.528, C12 1.534, H37 1.091, H38 1.090
12 C 4.477 -2.716 1.930  C11 1.534, N13 1.448, H39 1.092, H40 1.096
13 N 3.514 -3.796 1.989  C12 1.448, C14 1.454, C21 1.450
14 C 3.739 -4.853 1.017  N13 1.454, C15 1.505, H41 1.099, H42 1.095
15 C 2.944 -6.079 1.376  C14 1.505, C16 1.393, N20 1.325
16 C 2.915 -6.553 2.686  C15 1.393, C17 1.383, H43 1.078
17 C 2.176 -7.688 2.965  C16 1.383, C18 1.388, H44 1.081
18 C 1.495 -8.313 1.930  C17 1.388, C19 1.385, H45 1.079
19 C 1.587 -7.762 0.663  C18 1.385, N20 1.322, H46 1.083
20 N 2.287 -6.674 0.391  C15 1.325, C19 1.322
21 C 2.160 -3.276 1.972  N13 1.450, C22 1.535, H47 1.092, H48 1.096
22 C 1.862 -2.359 0.778  C10 1.531, C21 1.535, H49 1.091, H50 1.091
23 C 0.779 0.778 0.456  C8 1.392, C24 1.384, H51 1.079
24 C -0.212 1.713 0.213  C5 1.388, C23 1.384, H52 1.081
25 C -3.671 4.079 -1.295  N2 1.463, C26 1.530, C30 1.531, H53 1.097
26 C -3.566 5.145 -0.203  C25 1.530, C27 1.525, H54 1.089, H55 1.093
27 C -4.740 6.114 -0.309  C26 1.525, C28 1.525, H56 1.094, H57 1.092
28 C -4.764 6.771 -1.686  C27 1.525, C29 1.525, H58 1.092, H59 1.091
29 C -4.855 5.711 -2.780  C28 1.525, C30 1.525, H60 1.094, H61 1.092
30 C -3.684 4.739 -2.676  C25 1.531, C29 1.525, H62 1.093, H63 1.090
31 H -2.199 1.033 -1.261  C1 1.087
32 H -3.549 1.482 -0.201  C1 1.094
33 H -3.748 1.521 -1.964  C1 1.093
34 H 0.628 2.628 -2.920  C6 1.079
35 H 2.386 0.932 -2.503  C7 1.079
36 H 2.753 -0.580 1.643  C10 1.101
37 H 4.437 -2.321 -0.204  C11 1.091
38 H 5.014 -0.966 0.769  C11 1.090
39 H 5.482 -3.144 1.915  C12 1.092
40 H 4.370 -2.137 2.854  C12 1.096
41 H 3.490 -4.578 -0.017  C14 1.099
42 H 4.803 -5.111 1.050  C14 1.095
43 H 3.458 -6.025 3.453  C16 1.078
44 H 2.130 -8.082 3.970  C17 1.081
45 H 0.908 -9.202 2.104  C18 1.079
46 H 1.074 -8.206 -0.181  C19 1.083
47 H 1.466 -4.119 1.973  C21 1.092
48 H 2.016 -2.714 2.902  C21 1.096
49 H 0.842 -1.979 0.851  C22 1.091
50 H 1.942 -2.919 -0.155  C22 1.091
51 H 0.810 0.295 1.420  C23 1.079
52 H -0.927 1.938 0.991  C24 1.081
53 H -4.615 3.539 -1.156  C25 1.097
54 H -2.628 5.686 -0.326  C26 1.089
55 H -3.559 4.664 0.778  C26 1.093
56 H -5.677 5.575 -0.147  C27 1.094
57 H -4.655 6.878 0.466  C27 1.092
58 H -5.612 7.455 -1.758  C28 1.092
59 H -3.849 7.350 -1.823  C28 1.091
60 H -5.796 5.164 -2.679  C29 1.094
61 H -4.850 6.187 -3.762  C29 1.092
62 H -3.760 3.969 -3.449  C30 1.093
63 H -2.744 5.272 -2.815  C30 1.090

SMILES   CN(C(=O)c1ccc(OC2CCN(Cc3ccccn3)CC2)cc1)C1CCCCC1
Total charge   0
Orbital gap   9.119 eV
HOMO   -8.41 eV



## b
Molecular formula: C25H33N3O2
Method: DFT, ωB97M-V with the def2-TZVPD basis set

Last columns: bonded neighbours and bond lengths (Å).
Cartesian coordinates (Å):
1 C -3.711 -2.336 2.030  C2 1.525, H31 1.087, H32 1.085, H33 1.087
2 C -3.657 -2.998 0.657  C1 1.525, O3 1.413, H34 1.095, H35 1.098
3 O -3.184 -2.143 -0.364  C2 1.413, C4 1.360
4 C -1.847 -2.047 -0.592  O3 1.360, C5 1.396, C30 1.390
5 C -1.478 -1.416 -1.782  C4 1.396, C6 1.378, H36 1.079
6 C -0.153 -1.337 -2.153  C5 1.378, C7 1.392, H37 1.082
7 C 0.855 -1.853 -1.343  C6 1.392, C8 1.513, C29 1.387
8 C 2.312 -1.786 -1.744  C7 1.513, N9 1.454, H38 1.094, H39 1.096
9 N 3.066 -0.592 -1.401  C8 1.454, C10 1.445, C25 1.453
10 C 2.866 0.580 -2.223  N9 1.445, C11 1.532, H40 1.095, H41 1.092
11 C 1.722 1.484 -1.753  C10 1.532, N12 1.452, H42 1.101, H43 1.095
12 N 1.950 1.857 -0.369  C11 1.452, C13 1.459, C24 1.453
13 C 0.996 2.851 0.113  N12 1.459, C14 1.497, H44 1.096, H45 1.093
14 C -0.431 2.399 0.139  C13 1.497, N15 1.379, C22 1.370
15 N -1.188 2.422 -1.013  C14 1.379, C16 1.363, H46 1.005
16 C -2.430 1.925 -0.752  N15 1.363, C17 1.388, C21 1.414
17 C -3.527 1.744 -1.584  C16 1.388, C18 1.378, H47 1.081
18 C -4.673 1.222 -1.023  C17 1.378, C19 1.397, H48 1.080
19 C -4.734 0.900 0.334  C18 1.397, C20 1.376, H49 1.081
20 C -3.648 1.074 1.162  C19 1.376, C21 1.394, H50 1.080
21 C -2.468 1.581 0.619  C16 1.414, C20 1.394, C22 1.429
22 C -1.181 1.882 1.162  C14 1.370, C21 1.429, C23 1.491
23 C -0.778 1.658 2.580  C22 1.491, H51 1.091, H52 1.089, H53 1.087
24 C 1.983 0.663 0.459  N12 1.453, C25 1.536, H54 1.102, H55 1.092
25 C 3.131 -0.254 0.010  N9 1.453, C24 1.536, C26 1.539, H56 1.095
26 C 4.491 0.396 0.319  C25 1.539, C27 1.528, H57 1.089, H58 1.093
27 C 4.951 0.097 1.746  C26 1.528, O28 1.409, H59 1.092, H60 1.101
28 O 5.079 -1.283 1.999  C27 1.409, H61 0.964
29 C 0.481 -2.455 -0.150  C7 1.387, C30 1.385, H62 1.081
30 C -0.847 -2.558 0.228  C4 1.390, C29 1.385, H63 1.079
31 H -4.063 -3.055 2.767  C1 1.087
32 H -4.394 -1.493 2.001  C1 1.085
33 H -2.731 -1.972 2.327  C1 1.087
34 H -4.671 -3.265 0.342  C2 1.095
35 H -3.056 -3.915 0.691  C2 1.098
36 H -2.260 -1.019 -2.409  C5 1.079
37 H 0.103 -0.890 -3.105  C6 1.082
38 H 2.392 -1.906 -2.829  C8 1.094
39 H 2.837 -2.626 -1.275  C8 1.096
40 H 3.793 1.162 -2.195  C10 1.095
41 H 2.691 0.267 -3.254  C10 1.092
42 H 0.763 0.957 -1.876  C11 1.101
43 H 1.712 2.393 -2.363  C11 1.095
44 H 1.093 3.729 -0.535  C13 1.096
45 H 1.307 3.136 1.121  C13 1.093
46 H -0.872 2.773 -1.901  N15 1.005
47 H -3.481 2.004 -2.632  C17 1.081
48 H -5.544 1.064 -1.641  C18 1.080
49 H -5.658 0.509 0.734  C19 1.081
50 H -3.703 0.832 2.213  C20 1.080
51 H -0.570 0.601 2.757  C23 1.091
52 H -1.581 1.959 3.250  C23 1.089
53 H 0.115 2.227 2.828  C23 1.087
54 H 1.029 0.114 0.411  C24 1.102
55 H 2.150 0.968 1.494  C24 1.092
56 H 3.071 -1.188 0.577  C25 1.095
57 H 4.422 1.475 0.181  C26 1.089
58 H 5.228 0.000 -0.384  C26 1.093
59 H 4.219 0.457 2.472  C27 1.092
60 H 5.907 0.608 1.938  C27 1.101
61 H 5.651 -1.663 1.322  O28 0.964
62 H 1.239 -2.869 0.499  C29 1.081
63 H -1.083 -3.051 1.158  C30 1.079

SMILES   CCOc1ccc(CN2CCN(Cc3[nH]c4ccccc4c3C)C[C@@H]2CCO)cc1
Total charge   0
Orbital gap   8.386 eV
HOMO   -7.62 eV



Top of the stability list: a, leading by 0.0254 hartree.